1.
Density functional theory data (wB97M-V/def2-TZVPD) for the ion C5H11N2 with charge +1.

Values from the calculation:
net charge	+1
ΔE to the lowest compared entry with this formula, charge and spin	57.91	kcal/mol
SMILES	C=[N+]=CC(C)(C)N

Bonds (Å) are listed after each position.
Geometry (Å):
1 N 1.994 0.937 0.060  C6 1.322, C7 1.244
2 N 0.545 -1.173 0.049  C5 1.439, H16 0.967, H18 1.012
3 C -0.904 0.382 -1.274  C5 1.489, H12 1.028, H13 1.080, H15 0.988
4 C -1.021 0.240 1.215  C5 1.493, H9 1.101, H14 1.098, H17 1.069
5 C -0.183 0.067 -0.009  N2 1.439, C3 1.489, C4 1.493, C7 1.562
6 C 2.450 -0.293 -0.107  N1 1.322, H8 1.117, H10 1.051
7 C 0.801 1.267 0.173  N1 1.244, C5 1.562, H11 1.098
8 H 2.873 -0.680 -1.065  C6 1.117
9 H -0.310 0.344 2.049  C4 1.101
10 H 2.894 -0.669 0.768  C6 1.051
11 H 0.269 2.226 0.127  C7 1.098
12 H -0.506 -0.086 -2.097  C3 1.028
13 H -0.859 1.425 -1.555  C3 1.080
14 H -1.666 -0.649 1.218  C4 1.098
15 H -1.845 0.098 -1.374  C3 0.988
16 H 0.444 -1.778 -0.699  N2 0.967
17 H -1.538 1.147 0.983  C4 1.069
18 H 0.215 -1.728 0.828  N2 1.012

Here are the Löwdin charges for atoms 1 to 5, given in e: 0.101, 0.171, 0.007, -0.009, -0.581

2.
Density functional theory data (wB97M-V/def2-TZVPD) for the ion C5H11N2 with charge +1.

Values from the calculation:
net charge	+1
ΔE to the lowest compared entry with this formula, charge and spin	105.64	kcal/mol
SMILES	C=C1C[N@@+]1(C)NC

Bonds (Å) are listed after each position.
Geometry (Å):
1 N -0.712 0.495 1.062  N2 1.404, C6 1.374, H14 1.005
2 N 0.326 0.433 0.119  N1 1.404, C3 1.423, C4 1.540, C7 1.469
3 C 0.415 -0.684 -0.758  N2 1.423, C4 1.453, C5 1.325
4 C 0.028 0.568 -1.386  N2 1.540, C3 1.453, H8 1.040, H10 1.120
5 C 0.702 -1.977 -0.795  C3 1.325, H12 1.103, H16 1.069
6 C -1.891 -0.129 0.735  N1 1.374, H11 1.062, H17 1.176, H18 1.131
7 C 1.576 0.990 0.653  N2 1.469, H9 1.168, H13 1.109, H15 1.180
8 H -0.986 0.611 -1.613  C4 1.040
9 H 1.565 2.147 0.496  C7 1.168
10 H 0.783 1.218 -1.898  C4 1.120
11 H -2.627 0.342 0.130  C6 1.062
12 H 0.484 -2.591 -1.684  C5 1.103
13 H 1.727 0.566 1.667  C7 1.109
14 H -1.026 1.427 1.268  N1 1.005
15 H 2.506 0.588 0.048  C7 1.180
16 H 1.272 -2.550 -0.096  C5 1.069
17 H -2.434 -0.301 1.764  C6 1.176
18 H -1.709 -1.152 0.288  C6 1.131

Here are the Löwdin charges for atoms 1 to 5, given in e: -0.028, -0.230, -0.254, 0.098, 0.168

3.
Density functional theory data (wB97M-V/def2-TZVPD) for the ion C5H11N2 with charge +1.

Values from the calculation:
net charge	+1
ΔE to the lowest compared entry with this formula, charge and spin	62.64	kcal/mol
SMILES	C=C(NC)[N+](=C)C

Bonds (Å) are listed after each position.
Geometry (Å):
1 N -0.257 -0.004 1.207  C5 1.454, C6 1.408, C7 1.267
2 N 0.366 -0.801 -0.805  C4 1.439, C5 1.325, H10 1.036
3 C 0.520 1.558 -0.447  C5 1.308, H11 1.075, H12 1.047
4 C 0.704 -0.723 -2.202  N2 1.439, H9 1.093, H15 1.106, H17 1.070
5 C 0.203 0.328 -0.132  N1 1.454, N2 1.325, C3 1.308
6 C -1.662 -0.098 1.248  N1 1.408, H8 1.173, H16 1.081, H18 1.116
7 C 0.737 -0.098 1.986  N1 1.267, H13 1.071, H14 1.127
8 H -2.033 0.335 2.274  C6 1.173
9 H 0.830 -1.751 -2.554  C4 1.093
10 H -0.230 -1.616 -0.575  N2 1.036
11 H 0.792 1.856 -1.443  C3 1.075
12 H 0.395 2.267 0.313  C3 1.047
13 H 1.580 0.507 1.725  C7 1.071
14 H 0.577 -0.680 2.938  C7 1.127
15 H 1.673 -0.190 -2.235  C4 1.106
16 H -2.035 0.432 0.383  C6 1.081
17 H -0.008 -0.225 -2.825  C4 1.070
18 H -2.152 -1.095 1.144  C6 1.116

Here are the Löwdin charges for atoms 1 to 5, given in e: -0.116, -0.006, 0.107, -0.058, -0.470

4.
Density functional theory data (wB97M-V/def2-TZVPD) for the ion C5H11N2 with charge +1.

Values from the calculation:
net charge	+1
ΔE to the lowest compared entry with this formula, charge and spin	83.84	kcal/mol
SMILES	C#C[C@@H](NC)[NH2+]C

Bonds (Å) are listed after each position.
Geometry (Å):
1 N -0.064 -0.865 0.378  C4 1.440, C6 1.482, H15 1.000
2 N -0.005 1.469 0.079  C4 1.532, C7 1.553, H10 1.056, H11 1.037
3 C 1.954 0.067 -0.153  C4 1.434, C5 1.209
4 C 0.552 0.143 -0.446  N1 1.440, N2 1.532, C3 1.434, H12 1.071
5 C 3.147 0.133 0.035  C3 1.209, H14 1.047
6 C -0.754 -2.091 -0.089  N1 1.482, H9 1.098, H16 1.032, H17 1.121
7 C -1.557 1.408 0.055  N2 1.553, H8 0.997, H13 1.079, H18 1.141
8 H -1.768 1.823 -0.827  C7 0.997
9 H -1.726 -2.243 0.397  C6 1.098
10 H 0.449 1.427 1.031  N2 1.056
11 H 0.412 2.300 -0.380  N2 1.037
12 H 0.142 -0.035 -1.420  C4 1.071
13 H -2.001 0.467 0.342  C7 1.079
14 H 4.121 -0.088 0.347  C5 1.047
15 H 0.484 -1.255 1.118  N1 1.000
16 H -0.182 -2.949 -0.123  C6 1.032
17 H -1.170 -1.873 -1.107  C6 1.121
18 H -2.034 2.164 0.763  C7 1.141

Here are the Löwdin charges for atoms 1 to 5, given in e: -0.085, 0.073, -0.069, -0.330, 0.199

5.
Density functional theory data (wB97M-V/def2-TZVPD) for the ion C5H11N2 with charge +1.

Values from the calculation:
net charge	+1
ΔE to the lowest compared entry with this formula, charge and spin	82.18	kcal/mol
SMILES	C[NH2+][C@@H](C)[C@@H]1C=N1

Bonds (Å) are listed after each position.
Geometry (Å):
1 N 0.013 0.682 1.150  C3 1.443, C4 1.577, H13 1.053, H15 1.091
2 N -0.781 0.928 -1.847  C5 1.270, C6 1.480
3 C 0.858 1.712 0.596  N1 1.443, H8 1.152, H10 1.068, H11 1.087
4 C 0.122 -0.476 0.084  N1 1.577, C6 1.475, C7 1.551, H18 1.138
5 C -0.700 -0.229 -2.364  N2 1.270, C6 1.435, H14 1.051
6 C -0.908 -0.236 -0.943  N2 1.480, C4 1.475, C5 1.435, H12 1.128
7 C -0.007 -1.916 0.646  C4 1.551, H9 1.098, H16 1.035, H17 1.109
8 H 0.303 1.976 -0.378  C3 1.152
9 H -0.959 -2.361 0.326  C7 1.098
10 H 1.922 1.715 0.506  C3 1.068
11 H 0.706 2.662 1.101  C3 1.087
12 H -1.881 -0.598 -0.501  C6 1.128
13 H 0.478 0.433 2.061  N1 1.053
14 H -0.327 -0.761 -3.190  C5 1.051
15 H -0.909 1.258 1.249  N1 1.091
16 H 0.134 -1.934 1.671  C7 1.035
17 H 0.783 -2.552 0.197  C7 1.109
18 H 1.153 -0.305 -0.364  C4 1.138

Here are the Löwdin charges for atoms 1 to 5, given in e: 0.044, 0.175, -0.087, -0.281, 0.015

6.
Density functional theory data (wB97M-V/def2-TZVPD) for a cluster of 2 separate species, C5H11N2 in total.

Values from the calculation:
net charge	+1
ΔE to the lowest compared entry with this formula, charge and spin	104.99	kcal/mol

Bonds (Å) are listed after each position.
Geometry (Å):
1 N -1.183 -0.377 -0.737  C3 1.446, C4 1.405, C5 1.280
2 N 0.887 0.775 0.703  C6 1.445, C7 1.281
3 C -0.893 -1.549 -1.533  N1 1.446, C4 1.504, H14 1.201, H17 1.129
4 C -1.923 -1.533 -0.437  N1 1.405, C3 1.504, H15 1.084, H18 1.006
5 C -0.957 0.837 -0.402  N1 1.280, H9 1.018, H13 1.026
6 C 2.102 1.340 0.162  N2 1.445, H10 0.981, H11 1.046, H16 1.211
7 C 0.716 0.403 1.917  N2 1.281, H8 1.065, H12 1.073
8 H 1.377 0.308 2.746  C7 1.065
9 H -1.438 1.231 0.404  C5 1.018
10 H 2.151 1.120 -0.794  C6 0.981
11 H 2.102 2.385 0.113  C6 1.046
12 H -0.176 -0.058 2.293  C7 1.073
13 H -0.420 1.524 -0.943  C5 1.026
14 H 0.200 -2.012 -1.347  C3 1.201
15 H -1.602 -2.032 0.470  C4 1.084
16 H 3.031 0.893 0.796  C6 1.211
17 H -1.105 -1.716 -2.629  C3 1.129
18 H -2.869 -1.539 -0.781  C4 1.006

Here are the Löwdin charges for atoms 1 to 5, given in e: -0.091, -0.099, -0.031, -0.038, 0.122

Number 1: lowest unoccupied orbital energy -0.1478 hartree, HOMO-LUMO gap 11.4 eV. Number 2: lowest unoccupied orbital energy -0.1315 hartree, HOMO-LUMO gap 10.7 eV. Number 3: lowest unoccupied orbital energy -0.1911 hartree, HOMO-LUMO gap 7.7 eV. Number 4: lowest unoccupied orbital energy -0.1150 hartree, HOMO-LUMO gap 10.5 eV. Number 5: lowest unoccupied orbital energy -0.1232 hartree, HOMO-LUMO gap 11.3 eV. Number 6: lowest unoccupied orbital energy -0.1278 hartree, HOMO-LUMO gap 10.4 eV.